{
  "formula": "C5H14N2O",
  "method": "ωB97M-V with the def2-TZVPD basis set",
  "symbols": ["O", "N", "N", "C", "C", "C", "C", "C", "H", "H", "H", "H", "H", "H", "H", "H", "H", "H", "H", "H", "H", "H"],
  "xyz": [[-1.65652, -1.36733, -1.18055], [-0.21038, 0.94093, 0.48601], [-0.47301, 1.43630, 1.72866], [1.43222, 1.28872, -0.03509], [-0.51875, -2.32643, 0.68560], [-1.16510, 1.43637, -0.47586], [-0.58786, -1.64788, -0.66711], [0.71798, -1.31011, -1.28287], [1.89582, 1.26584, -1.02124], [-1.42109, -2.11242, 1.25335], [-1.35175, 2.51547, -0.36705], [1.22725, -0.35314, -0.70655], [0.08191, 0.98657, 2.44649], [-0.46743, 2.45570, 1.80924], [-0.81181, 1.21066, -1.48266], [1.44758, -2.10892, -1.17573], [-0.45488, -3.40494, 0.52752], [2.01831, 0.88979, 0.79244], [0.61801, -1.01892, -2.32542], [0.35769, -2.01596, 1.24994], [-2.09425, 0.86067, -0.35389], [1.41604, 2.37904, 0.09475]],
  "atomic_forces_ev_per_a": [[0.5406, -0.3932, 0.0537], [2.8790, -0.7509, -2.0350], [-0.0057, 0.3842, 0.5639], [-2.2963, 2.7098, 2.3546], [-0.1736, -0.0627, -0.1161], [-0.2336, -0.2158, -0.1616], [-0.6323, 0.4249, 0.4897], [1.7386, 2.1024, 0.7939], [-0.6111, -1.0026, -0.1643], [-0.0213, -0.0003, -0.0310], [-0.0012, -0.0303, -0.0955], [-1.7118, -3.2840, -1.5836], [-0.0934, 0.1238, -0.1303], [0.2582, -0.0929, -0.0081], [0.0310, 0.1378, 0.0844], [0.0008, -0.2284, -0.0489], [0.0126, -0.0647, 0.0134], [0.1497, -0.2407, -0.3916], [-0.0763, -0.0762, -0.0850], [0.0654, 0.0428, -0.0301], [0.1356, 0.4188, 0.0798], [0.0451, 0.0980, 0.4474]],
  "lowdin_charge": [0.031, -0.297, 0.000, -0.055, -0.031, -0.124, -0.530, -0.046, 0.062, 0.082, 0.079, 0.069, 0.083, 0.082, 0.082, 0.078, 0.083, 0.062, 0.083, 0.072, 0.082, 0.054],
  "smiles": "CC(C)=O.CN(C)N"
}

=====

{
  "formula": "C2H20N4O8",
  "method": "ωB97M-V with the def2-TZVPD basis set",
  "symbols": ["O", "O", "O", "O", "O", "O", "O", "O", "N", "N", "N", "N", "C", "C", "H", "H", "H", "H", "H", "H", "H", "H", "H", "H", "H", "H", "H", "H", "H", "H", "H", "H", "H", "H"],
  "xyz": [[-2.02196, 2.72464, -2.30470], [2.61992, -0.75207, 6.60981], [-3.93287, -3.42593, -3.49329], [-3.78875, 2.16103, 3.17497], [0.40570, 0.33525, -5.75447], [0.11382, 4.42024, 2.62104], [2.71325, -2.02607, -0.12367], [-1.83784, -0.77072, 0.48833], [2.49484, 1.28380, 5.66074], [1.99110, -0.48712, 4.58370], [2.30228, -0.81601, -5.92730], [0.82006, -1.72467, -4.87620], [2.39567, -0.01793, 5.69130], [1.10555, -0.66074, -5.54422], [-4.67452, 1.79900, 3.15136], [-0.21144, 3.64000, 2.17199], [-0.67609, 4.89287, 2.88355], [2.86054, -1.65162, -5.82648], [-4.24171, -3.44557, -4.39909], [-0.12358, -1.78233, -4.52079], [1.47040, -2.47789, -4.70351], [3.04898, -2.62007, 0.54766], [2.44317, 1.82783, 4.81134], [1.76139, -2.08352, -0.04066], [1.81684, -1.46893, 4.42315], [-3.53527, 2.11524, 4.09686], [-4.50018, -4.04430, -3.03285], [-2.00445, 2.06724, -3.00023], [2.55471, -0.19310, -6.68120], [-1.10161, 2.94227, -2.15695], [1.82611, 0.11171, 3.78728], [-2.37027, -0.28357, 1.11715], [2.73416, 1.76351, 6.51671], [-2.45795, -1.35245, 0.04865]],
  "atomic_forces_ev_per_a": [[-0.2315, 0.1254, 0.1678], [0.6788, -0.9071, 2.8309], [0.2010, 0.1150, 0.1183], [0.1920, 0.0223, -0.2048], [0.0329, -0.7727, 0.0977], [0.2944, 0.0129, 0.1037], [0.1407, 0.1022, -0.1419], [0.2967, -0.0942, 0.0174], [0.7370, 4.2976, 1.1367], [-2.2681, -2.5100, -6.6151], [6.9414, 1.6370, -4.0404], [-4.1051, -3.5980, 3.4395], [0.6109, -0.6211, 1.9658], [-2.8476, 2.4705, 0.1999], [-0.2550, -0.0518, -0.0561], [-0.1150, -0.1953, -0.1680], [-0.2012, 0.1421, 0.0567], [-0.3886, 0.3156, -0.0821], [-0.0543, 0.0465, -0.2539], [0.2805, -0.3306, 0.2475], [-0.4813, 0.3306, -0.0263], [0.1420, -0.1466, 0.1573], [-0.0404, -0.1689, 0.3711], [-0.3148, 0.0593, -0.0152], [0.2647, 0.2935, 0.4426], [0.1019, 0.0019, 0.2550], [-0.1292, -0.1571, 0.1444], [0.0212, -0.1826, -0.2168], [0.5318, -0.0385, 0.2172], [0.2256, 0.0509, 0.0211], [-0.0647, -0.2526, 0.1587], [-0.1214, 0.2412, 0.1734], [0.0625, -0.1056, -0.3176], [-0.1378, -0.1318, -0.1846]],
  "lowdin_charge": [-0.056, 0.050, -0.056, -0.054, 0.020, -0.055, -0.055, -0.054, 0.165, 0.160, 0.151, 0.157, -0.841, -0.810, 0.029, 0.025, 0.029, 0.119, 0.029, 0.122, 0.116, 0.027, 0.110, 0.025, 0.126, 0.029, 0.027, 0.027, 0.127, 0.027, 0.111, 0.023, 0.119, 0.028],
  "smiles": "NC(N)=O.NC(N)=O.O.O.O.O.O.O"
}

=====

{
  "formula": "C23H21IInN3O6S",
  "method": "ωB97M-V with the def2-TZVPD basis set",
  "symbols": ["I", "In", "S", "O", "O", "O", "O", "O", "O", "N", "N", "N", "C", "C", "C", "C", "C", "C", "C", "C", "C", "C", "C", "C", "C", "C", "C", "C", "C", "C", "C", "C", "C", "C", "C", "H", "H", "H", "H", "H", "H", "H", "H", "H", "H", "H", "H", "H", "H", "H", "H", "H", "H", "H", "H", "H"],
  "xyz": [[-1.36298, -1.32112, -1.62834], [-1.11705, -0.04347, 1.64825], [1.94149, 0.44012, -2.96799], [0.41936, 1.71138, 1.46596], [1.77491, 3.48536, 1.42107], [0.59191, 0.91946, -2.76127], [2.20195, -0.57793, -3.94672], [4.09691, -4.01322, 1.54343], [2.19563, 0.59461, -0.35995], [5.20514, 0.46998, 1.80640], [0.69233, -1.80832, 0.73939], [2.61371, -0.22512, -1.66099], [4.79370, 2.28254, 0.34227], [-1.13166, -2.98550, -0.41251], [5.03293, -0.73892, 2.30587], [5.32207, 5.30707, -4.26313], [3.09139, 4.21090, -3.87337], [2.30257, 3.10625, -3.58516], [1.94600, -2.03812, 0.72218], [2.90191, 1.87161, -3.40040], [3.97452, -2.98536, 2.51839], [1.77316, 2.01841, -0.43081], [4.01224, -1.59199, 1.93506], [4.47348, 4.09672, -3.98458], [3.04647, -1.09288, 1.05216], [0.07288, -4.10004, 1.34108], [1.30306, 2.46295, 0.96018], [4.27994, 1.73219, -3.51777], [-1.75300, -5.20936, 0.24681], [4.34987, 0.96143, 0.90699], [-1.94651, -4.09734, -0.55821], [3.21165, 0.20214, 0.56514], [-0.73890, -5.21144, 1.19404], [-0.11393, -2.97588, 0.53986], [5.05430, 2.84052, -3.81281], [2.62327, 5.17782, -4.01679], [6.12834, 2.73342, -3.91000], [-0.57830, -6.07771, 1.82164], [4.97879, -3.97361, 1.15875], [5.77109, -1.06296, 3.03363], [1.22759, 3.19549, -3.50137], [4.76536, -3.06516, 3.26820], [6.30480, 5.02259, -4.63683], [2.56567, 2.61870, -0.82593], [4.76988, 2.28526, -0.74841], [-2.40127, -6.06827, 0.13795], [5.81919, 2.42779, 0.67221], [4.84952, 5.95811, -4.99865], [-2.72922, -4.08914, -1.30425], [0.92997, 1.99719, -1.11898], [2.29666, -3.05474, 0.54326], [4.18832, 3.10051, 0.72918], [4.73007, 0.75761, -3.37544], [0.85397, -4.08568, 2.09136], [5.46775, 5.89171, -3.35232], [3.02982, -3.17206, 3.03041]],
  "atomic_forces_ev_per_a": [[0.0200, 0.0803, -0.0800], [0.6219, 0.6217, -0.1353], [-0.0602, -0.1128, -0.2379], [-0.9518, -1.0149, 0.5347], [0.1341, 0.2245, 0.0253], [0.0029, -0.0531, -0.3090], [0.0469, 0.0120, -0.0834], [0.0095, -0.0335, 0.0338], [0.6076, 0.0728, 0.0594], [-0.0461, 0.0551, -0.0275], [0.3530, -0.2370, -0.0489], [-0.0703, 0.0512, -0.0079], [-0.2444, -0.0729, -0.1238], [0.0253, 0.1016, 0.1835], [0.0473, -0.0679, 0.0185], [-0.0096, -0.0113, 0.0020], [-0.0247, -0.0143, -0.0153], [-0.0078, 0.0261, -0.0503], [-0.1536, 0.1970, -0.1028], [0.0595, -0.0435, 0.0199], [-0.0243, 0.0592, -0.0339], [-0.3144, -0.1379, 0.3727], [-0.0759, -0.0304, 0.0579], [0.0163, -0.0021, 0.0007], [-0.1282, 0.1661, 0.2648], [-0.0159, 0.0331, -0.0047], [0.2843, 0.0486, -0.2937], [-0.0614, -0.0236, -0.0157], [0.0158, 0.0010, 0.0342], [-0.1317, -0.1413, -0.1472], [-0.0034, -0.0126, -0.0029], [-0.1745, -0.0808, 0.1174], [-0.0179, -0.0336, -0.0410], [-0.0511, 0.0265, 0.0876], [0.0000, 0.0128, -0.0018], [0.0010, -0.0071, 0.0072], [-0.0059, -0.0030, 0.0060], [-0.0211, 0.0059, 0.0107], [-0.0191, 0.0327, -0.0274], [0.0092, -0.0140, -0.0128], [0.0071, 0.0045, 0.0108], [-0.0148, -0.0123, 0.0334], [-0.0002, 0.0030, -0.0030], [0.4715, 0.1659, -0.0473], [-0.1016, 0.0344, -0.0178], [0.0167, -0.0126, -0.0149], [-0.0235, -0.0013, -0.0276], [0.0014, -0.0009, 0.0032], [-0.0007, -0.0111, 0.0021], [0.1361, 0.0478, 0.2449], [0.0652, 0.0403, -0.1454], [-0.1562, 0.0727, -0.0600], [0.0101, 0.0130, 0.0050], [-0.0197, -0.0169, 0.0069], [0.0000, -0.0008, -0.0039], [-0.0325, -0.0062, -0.0196]],
  "lowdin_charge": [1.056, 0.846, 0.522, -0.264, 0.066, -0.418, -0.285, -0.054, -0.177, 0.127, 0.003, -0.010, 0.005, -0.665, -0.079, -0.049, -0.029, -0.057, -0.045, -0.297, -0.201, -0.011, -0.129, -0.267, -0.033, -0.024, -0.660, -0.066, -0.077, -0.200, -0.138, -0.086, -0.067, -0.389, -0.039, 0.117, 0.114, 0.109, 0.102, 0.121, 0.116, 0.120, 0.075, 0.104, 0.074, 0.108, 0.086, 0.080, 0.097, 0.112, 0.135, 0.083, 0.119, 0.112, 0.086, 0.121]
}

=====

Calculated energy above the lowest of the compared OMol25 structures with the same formula, charge and spin in order - 4.500; 2.831; 0.229 eV
Calculated largest force on an atom in order - 0.083; 0.159; 0.029 hartree/bohr
Calculated HOMO in order - -8.44; -9.66; -8.84 eV